# 1
ORCA calculation (wB97M-V/def2-TZVPD) on a structure of composition C27H21BrF4N2O4PSc.

Its multiplicity is 1. As for the net charge: +2. The calculation puts the energy relative to the best compared isomer or geometry (same formula, charge and spin) at 3.9 kcal/mol. The LUMO energy is -6.907 eV. As for the total energy: -5527.11083 a.u.

Cartesian coordinates (Å):
C (0.509, 4.510, 1.277)
C (4.788, -2.310, -2.286)
O (1.136, 5.777, 3.160)
C (-1.349, -1.464, -0.445)
H (5.357, -2.205, -3.199)
H (4.453, 4.838, -2.286)
H (4.383, -0.214, -2.142)
C (1.509, 5.061, 2.264)
C (0.560, 3.183, 0.905)
F (6.144, -0.112, 4.068)
C (3.347, 1.612, -0.465)
H (5.539, 4.176, -0.170)
C (3.510, -1.326, -0.510)
C (3.807, 4.771, 3.072)
O (4.143, 3.457, 3.509)
C (-1.517, 4.688, 0.008)
H (3.779, -4.670, -0.073)
H (1.366, 2.553, 1.275)
O (-1.785, -0.436, 0.204)
H (-2.359, 5.254, -0.363)
F (5.439, -0.097, 1.486)
F (1.638, 0.107, 5.325)
C (3.125, 3.154, -2.317)
N (2.786, 4.632, 2.075)
F (4.244, 0.014, 5.997)
H (-3.010, -2.408, -1.278)
C (4.231, -1.187, -1.691)
H (-0.658, 6.301, 1.154)
Sc (0.030, 0.429, 0.006)
N (-0.377, 2.599, 0.137)
C (3.157, 0.049, 2.018)
H (-2.135, 2.850, -0.932)
H (4.789, 3.537, 4.222)
H (3.398, 5.377, 3.880)
C (3.901, -3.696, -0.526)
H (-2.618, -2.940, 0.347)
H (4.835, 2.148, 1.008)
C (2.734, 1.999, -1.658)
C (4.136, 3.939, -1.776)
C (4.747, 3.567, -0.584)
C (4.625, -3.558, -1.705)
C (3.902, 0.015, 4.732)
Br (0.316, 0.082, 2.722)
C (3.336, -2.582, 0.071)
P (2.719, 0.087, 0.267)
H (3.027, 4.147, 1.225)
C (-2.182, -2.672, -0.614)
H (-1.610, -3.489, -1.042)
C (-0.568, 5.270, 0.835)
H (2.778, -2.699, 0.994)
C (2.203, 0.088, 3.039)
H (5.068, -4.429, -2.168)
C (4.872, -0.051, 3.745)
H (2.656, 3.434, -3.250)
C (-1.396, 3.349, -0.318)
C (2.554, 0.075, 4.374)
O (-0.164, -1.357, -0.921)
H (4.685, 5.266, 2.649)
C (4.357, 2.408, 0.075)
H (1.968, 1.376, -2.128)
C (4.486, -0.040, 2.409)

=====

# 2
ORCA calculation (wB97M-V/def2-TZVPD) on a structure of composition C27H22BrInN4O2S3.

Its multiplicity is 1. The LUMO energy is -0.974 eV. As for the total energy: -5370.31614 a.u.

Cartesian coordinates (Å):
C (-0.249, -3.173, -2.905)
H (-0.642, 1.323, -1.616)
H (-6.238, 2.221, 2.431)
H (-2.278, -4.411, -5.334)
H (-1.879, -6.489, -4.038)
C (-0.613, -5.540, -2.604)
C (-0.201, 2.084, -0.980)
C (4.212, 0.411, 1.464)
H (-1.552, 3.642, -1.552)
C (-3.629, 0.583, 3.832)
H (-3.360, 0.055, 4.739)
C (-1.351, 0.115, 2.986)
Br (1.110, -1.099, 2.442)
C (1.453, 2.592, 0.538)
N (0.849, 1.708, -0.251)
C (-0.702, 3.373, -0.942)
C (-1.060, -3.214, -4.033)
C (-0.072, 4.299, -0.127)
N (-0.297, -0.922, -0.293)
C (-1.106, -0.792, 0.681)
C (3.131, 2.715, 2.414)
S (4.609, -0.647, -1.712)
C (0.301, -1.850, -2.428)
H (5.626, 0.528, 3.063)
C (-3.044, 1.407, 1.656)
H (4.620, -0.491, 1.026)
S (5.503, 1.173, -3.891)
H (1.541, 4.623, 1.244)
H (-1.213, -2.300, -4.596)
H (-4.573, 2.494, 0.622)
H (0.394, -1.171, -3.286)
C (-0.019, -4.353, -2.185)
H (2.673, 3.621, 2.781)
N (3.160, 0.938, 0.843)
C (4.216, 2.161, 3.070)
H (-2.180, -0.938, 0.557)
O (1.492, -1.964, -1.758)
C (-1.427, -5.557, -3.724)
H (4.621, 2.641, 3.951)
C (-4.314, 1.948, 1.520)
H (-1.616, -1.783, -1.508)
S (2.712, 1.354, -2.903)
H (-0.421, 5.323, -0.085)
C (1.021, 3.908, 0.624)
H (-0.417, -6.440, -2.036)
C (-1.655, -4.395, -4.450)
H (-2.307, 1.555, 0.876)
N (-0.757, -1.241, -1.514)
C (2.625, 2.075, 1.292)
O (0.752, -4.375, -1.076)
C (-0.637, -0.473, 2.027)
C (-5.247, 1.799, 2.536)
C (-4.898, 1.119, 3.695)
In (2.246, -0.158, -1.038)
C (4.773, 0.990, 2.587)
H (1.219, -3.509, -1.047)
H (-5.618, 1.008, 4.496)
C (-2.690, 0.703, 2.807)
C (4.336, 0.640, -2.875)
H (-0.932, 0.158, 3.985)

=====

# 3
ORCA calculation (wB97M-V/def2-TZVPD) on a cluster of 2 separate species, C27H22ClN2O in total.

Its multiplicity is 1. As for the net charge: +1. The calculation puts the energy relative to the best compared isomer or geometry (same formula, charge and spin) at 0.0 kcal/mol. The LUMO energy is -4.925 eV. As for the total energy: -1686.76941 a.u.

Cartesian coordinates (Å):
H (0.748, 2.424, -4.479)
H (1.388, 1.192, 3.450)
C (-4.566, -0.935, 3.274)
H (-5.095, 2.382, 3.103)
C (3.375, 2.303, -1.369)
H (-2.636, 2.376, 3.313)
C (1.817, -2.108, 3.262)
H (2.711, -0.399, 0.535)
C (-2.069, 0.287, -3.412)
O (-0.471, 1.405, 3.718)
C (-1.644, -1.695, -1.519)
C (3.185, -2.173, 3.323)
C (1.253, 1.345, -2.017)
C (-4.560, 1.450, 3.176)
C (2.246, 2.318, -2.155)
H (-0.998, 2.387, -4.316)
C (-0.894, 0.340, -2.656)
H (-3.504, -2.496, -2.151)
C (-2.482, 0.256, 3.394)
H (-2.680, -1.875, 3.525)
C (-3.187, 1.449, 3.298)
C (-5.251, 0.257, 3.156)
C (3.268, 0.211, 3.427)
H (2.125, 3.094, -2.888)
C (3.545, 1.319, -0.404)
N (0.087, 1.342, -2.803)
C (0.466, -0.655, -0.892)
C (-0.070, 2.442, -3.760)
H (0.604, -1.417, -0.149)
C (-0.999, 0.306, 3.486)
C (-0.236, -0.854, 3.300)
H (-0.061, 3.392, -3.227)
C (2.595, 0.349, -0.231)
C (-2.994, -0.719, -3.232)
Cl (4.157, 1.689, 3.371)
H (5.001, -1.036, 3.473)
H (1.235, -3.009, 3.183)
C (-3.196, -0.939, 3.404)
H (-2.265, 1.042, -4.148)
H (4.127, 3.065, -1.501)
C (-2.778, -1.712, -2.285)
H (4.423, 1.330, 0.219)
C (-0.685, -0.677, -1.683)
H (3.685, -3.128, 3.317)
H (-6.323, 0.255, 3.041)
C (1.439, 0.334, -1.038)
C (3.924, -1.010, 3.412)
C (1.898, 0.247, 3.409)
H (-3.893, -0.736, -3.828)
H (-0.731, -1.786, 3.116)
N (1.156, -0.899, 3.324)
H (-1.466, -2.457, -0.780)
H (-5.108, -1.866, 3.263)

=====

| no. | gap between HOMO and LUMO (eV) |
| --- | --- |
| 1 | 7.66 |
| 2 | 6.16 |
| 3 | 4.78 |